ORCA calculation (ωB97M-V/def2-TZVPD) on an isolated molecule of C4H6O2.

Electronic energy (eV): -8338.6660
E_LUMO (eV): 0.88
SMILES string: C[C@@]1(C=O)CO1
Relative energy (zero: lowest compared OMol25 entry of this formula, charge and spin) (kcal/mol): 41.4

```
! wB97M-V def2-TZVPD RIJCOSX def2/J DEFGRID3
* xyz 0 1
C 0.9671 0.0638 1.0446
C -0.1441 0.0699 0.0281
C -0.8288 -1.1592 -0.4081
O -1.4436 -0.2676 0.4996
C -0.1571 1.1904 -0.9756
O 0.8405 1.6887 -1.4365
H 0.6886 0.7113 1.8821
H 1.1487 -0.9419 1.4334
H 1.8854 0.4509 0.5960
H -1.2901 -1.2140 -1.3950
H -0.4929 -2.1103 0.0061
H -1.1737 1.5180 -1.2748
*
```


ORCA calculation (ωB97M-V/def2-TZVPD) on an isolated molecule of C4H6O2.

Electronic energy (eV): -8335.6771
E_LUMO (eV): 0.68
Relative energy (zero: lowest compared OMol25 entry of this formula, charge and spin) (kcal/mol): 110.3

```
! wB97M-V def2-TZVPD RIJCOSX def2/J DEFGRID3
* xyz 0 1
O 0.2532 -1.1438 0.9217
C -0.2722 -1.8734 1.8641
C -0.6655 -0.4720 0.0330
C -0.2010 0.9502 -0.1291
C 0.9323 1.2292 -1.0093
O -0.3993 1.5125 -1.4150
H 0.6433 -2.2869 2.3595
H -1.6756 -0.5638 0.4431
H -0.6015 -0.9857 -0.9293
H -0.3933 1.6168 0.7129
H 1.5541 2.1014 -0.8202
H 1.4213 0.4014 -1.5252
*
```


ORCA calculation (ωB97M-V/def2-TZVPD) on an isolated molecule of C4H6O2.

Electronic energy (eV): -8339.4068
E_LUMO (eV): 0.35
SMILES string: CC(C=O)C=O
Relative energy (zero: lowest compared OMol25 entry of this formula, charge and spin) (kcal/mol): 24.3

```
! wB97M-V def2-TZVPD RIJCOSX def2/J DEFGRID3
* xyz 0 1
C 0.5532 1.1994 0.3451
C -0.3652 0.1143 -0.2023
C 0.3531 -0.7744 -1.2124
O -0.1987 -1.3423 -2.1203
C -0.8498 -0.8341 0.8886
O -0.2930 -0.9674 1.9499
H 0.0120 1.8488 1.0388
H 1.3884 0.7533 0.8929
H 0.9506 1.8182 -0.4653
H -1.2490 0.5150 -0.7137
H 1.4420 -0.8981 -1.0260
H -1.7436 -1.4328 0.6247
*
```


ORCA calculation (ωB97M-V/def2-TZVPD) on an isolated molecule of C4H6O2 at a distorted geometry.

Electronic energy (eV): -8336.6628
E_LUMO (eV): 0.48
Relative energy (zero: lowest compared OMol25 entry of this formula, charge and spin) (kcal/mol): 87.6

```
! wB97M-V def2-TZVPD RIJCOSX def2/J DEFGRID3
* xyz 0 1
O -1.6201 -1.1832 0.7621
C -0.9121 -0.2977 0.3003
C -0.7893 -0.0181 -1.1147
C 1.2167 -0.2358 -0.4644
O 1.4354 0.3857 0.7416
C 0.0793 0.4645 1.2100
H -0.7519 1.0134 -1.4455
H -1.5053 -0.6298 -1.7260
H 1.3549 -1.3032 -0.3693
H 1.6331 0.3235 -1.2641
H -0.1281 1.5262 1.2279
H -0.0126 -0.0455 2.1419
*
```


ORCA calculation (ωB97M-V/def2-TZVPD) on a cluster of 2 separate species, C4H6O2 in total at a distorted geometry.

Electronic energy (eV): -8338.7609
E_LUMO (eV): 0.94
SMILES string: C=C=O.CC=O
Relative energy (zero: lowest compared OMol25 entry of this formula, charge and spin) (kcal/mol): 39.2

```
! wB97M-V def2-TZVPD RIJCOSX def2/J DEFGRID3
* xyz 0 1
C -1.6198 -0.3780 -0.2030
C -0.6036 -1.4566 0.0647
C 1.5755 1.4904 0.5800
C 1.7538 0.7661 -0.5013
O 1.9042 0.1344 -1.4732
O 0.2858 -1.3832 0.8819
H -1.4510 0.4713 0.4595
H -2.6330 -0.7734 -0.0495
H -1.5423 -0.0440 -1.2467
H -0.7089 -2.3664 -0.5587
H 1.8628 2.5344 0.5849
H 1.1765 1.0051 1.4614
*
```


ORCA calculation (ωB97M-V/def2-TZVPD) on an isolated molecule of C4H6O2 at a distorted geometry.

Electronic energy (eV): -8337.7825
E_LUMO (eV): -0.34
SMILES string: O=C/C=C/CO
Relative energy (zero: lowest compared OMol25 entry of this formula, charge and spin) (kcal/mol): 61.8

```
! wB97M-V def2-TZVPD RIJCOSX def2/J DEFGRID3
* xyz 0 1
O 2.5959 -0.4524 -0.9146
C 2.0953 0.2757 -0.0876
C 0.6458 0.5442 -0.0130
C -0.2815 -0.2096 -0.6287
C -1.6737 -0.0561 -0.0424
O -1.3394 -0.4104 1.2961
H 2.7088 0.7466 0.7117
H 0.3052 1.3166 0.6796
H -0.5607 -0.9888 0.9481
H -0.0164 -0.9732 -1.3549
H -2.4226 -0.7585 -0.4231
H -2.0568 0.9659 -0.1712
*
```